Record 1
This record from the OMol25 dataset describes the molecule C6H6 in a non-equilibrium geometry. The level of theory is ωB97M-V with the def2-TZVPD basis set.

Geometry as XYZ:
```
12
Properties=species:S:1:pos:R:3:forces:R:3
C -0.86802 0.58135 2.32167 0.024 -0.451 -0.194
C -0.52038 0.05191 1.29807 0.063 0.755 1.373
C 0.14390 -0.44394 0.12035 1.621 0.159 -1.470
C -0.79409 -0.88200 -0.98424 -1.467 -1.297 -0.593
C 1.06611 0.59668 -0.47531 0.671 0.045 0.189
C 1.88890 1.33473 -0.97202 -2.011 -1.465 1.207
H -1.13247 0.97031 3.28274 -0.098 -0.017 -0.318
H 0.77232 -1.31665 0.35136 -0.025 0.318 0.322
H -1.58094 -0.05508 -1.03358 0.873 -1.408 -0.603
H -0.18529 -1.03329 -1.95263 -1.307 0.334 1.466
H -1.28657 -1.91327 -0.66870 0.773 2.218 -0.803
H 2.49653 2.10924 -1.28771 0.881 0.808 -0.576
```
Positions in Å, forces in eV/Å.

As for the energy above the lowest of the compared OMol25 structures with the same formula, charge and spin: 4.3495 eV. The value obtained for the electronic energy is -6314.8507 eV. The HOMO energy comes out at -10.037 eV. The value obtained for the gap between HOMO and LUMO is 11.0 eV.

***

Record 2
This record from the OMol25 dataset describes the molecule C6H6. The level of theory is ωB97M-V with the def2-TZVPD basis set.

Geometry as XYZ:
```
12
Properties=species:S:1:pos:R:3:forces:R:3
C 2.52099 0.91380 0.09996 -0.146 -0.440 -0.109
C 2.00466 -0.14453 -0.14716 0.284 0.477 0.105
C 1.16898 -1.32902 -0.40950 -0.004 -0.001 0.003
C -0.21897 -0.87542 -0.21764 -0.457 0.372 0.124
C -1.20383 -0.21943 0.00630 0.428 -0.301 -0.103
C -2.28745 0.71269 0.31036 -0.077 0.055 0.021
H 2.93893 1.86963 0.32495 0.049 -0.204 -0.054
H 1.33418 -1.70546 -1.42615 -0.038 0.098 0.154
H 1.42523 -2.14536 0.27645 -0.052 0.156 -0.085
H -2.26126 0.98012 1.37178 -0.053 -0.064 -0.145
H -2.14469 1.63242 -0.26746 -0.071 -0.142 0.071
H -3.27676 0.31056 0.07810 0.137 -0.006 0.016
```
Positions in Å, forces in eV/Å.

As for the energy above the lowest of the compared OMol25 structures with the same formula, charge and spin: 3.8030 eV. The value obtained for the electronic energy is -6315.3972 eV. The HOMO energy comes out at -9.467 eV. The value obtained for the gap between HOMO and LUMO is 10.5 eV.

***

Record 3
This record from the OMol25 dataset describes a structure of composition C6H68NO28 in a non-equilibrium geometry. The level of theory is ωB97M-V with the def2-TZVPD basis set.

Geometry as XYZ:
```
103
Properties=species:S:1:pos:R:3:forces:R:3
C 1.65232 -1.20483 4.38254 -2.877 -2.031 -0.144
O 1.53473 -0.48263 3.15151 1.908 -0.032 -0.015
C 1.42274 -1.35468 2.02575 -0.874 1.683 0.337
C 1.30317 -0.37131 0.76135 3.168 -2.661 0.713
N 1.02174 -1.24964 -0.39086 0.675 2.022 -0.744
H 1.86207 -1.72633 -0.64201 1.030 -0.590 -0.089
H 0.38501 -1.98109 -0.20604 -1.511 -0.943 1.001
C 0.64179 -0.55620 -1.64969 0.214 0.172 -0.287
C -0.75461 0.09725 -1.81966 1.758 -2.648 -5.358
O -0.63806 0.88318 -3.16562 0.324 -0.836 4.548
C -1.82582 1.72647 -3.21322 3.256 0.020 -2.835
H 2.08306 -2.20558 4.24607 0.797 0.392 -0.135
H 0.56718 -1.58726 4.64366 1.822 1.309 0.181
H 2.15208 -0.67523 5.20036 -0.301 0.166 -0.543
H 0.41070 -1.81645 2.30705 1.236 -0.283 -1.516
H 2.26262 -2.09799 1.85838 -0.921 0.694 0.574
H 2.10863 0.40741 0.52039 -0.328 -2.152 0.462
H 0.53262 0.23118 0.90295 -3.992 2.357 0.784
H 0.78114 -1.29957 -2.36971 -0.289 -1.431 -1.378
H 1.56209 -0.00853 -1.82700 -0.642 1.413 -0.192
H -0.90707 0.67292 -1.03895 -1.149 3.488 3.446
H -1.62190 -0.63645 -1.91489 1.247 0.736 0.025
H -1.59247 2.35075 -4.11876 -0.766 -0.983 0.598
H -2.00832 2.47242 -2.49039 0.344 0.146 1.678
H -2.53738 0.98630 -3.33451 -1.876 -0.452 -0.164
O 2.97559 2.39589 1.81273 3.591 -0.331 -3.833
H 3.53815 1.67817 2.06793 0.074 -0.956 0.725
H 2.26554 2.60631 2.28270 -4.242 0.820 3.944
O 0.22274 4.36115 -4.32421 -0.448 -1.915 1.059
H -0.22569 4.12850 -3.44328 1.051 0.617 -1.741
H 0.50053 3.48798 -4.71527 -0.387 1.346 0.767
O 0.38981 -3.38571 6.69080 2.223 -0.149 1.327
H -0.32648 -3.26946 6.11671 -1.738 1.199 -1.813
H 0.07698 -4.16197 7.12271 0.058 -1.072 1.226
O 4.73329 0.19693 1.14667 1.303 -1.053 2.208
H 4.42865 -0.63446 0.79496 -0.630 -0.252 -1.036
H 5.27364 -0.22199 1.88775 -0.613 1.399 -1.004
O -3.50693 -2.04376 -3.47807 0.747 -1.655 -0.170
H -3.09965 -2.95517 -3.38031 -0.876 1.599 -0.399
H -3.95806 -2.04500 -4.34383 0.281 -0.018 0.523
O -3.79597 2.94593 -1.21682 -0.818 9.157 -6.050
H -4.70456 2.69370 -1.05582 -1.483 1.202 -0.359
H -3.72251 3.90450 -1.49618 -0.287 -1.146 0.543
O -1.47220 -2.98599 5.00498 -1.691 4.201 4.552
H -1.70298 -2.25078 4.45107 -0.630 1.823 0.566
H -1.33330 -3.48467 4.31852 1.546 -5.936 -5.688
O -5.08750 0.08515 -2.50854 -4.720 -1.297 5.700
H -4.51896 -0.60078 -2.54777 2.847 -3.271 -0.670
H -4.91417 0.70299 -3.09601 1.573 4.174 -4.862
O -3.66107 1.30020 -0.08158 2.184 -4.615 7.616
H -3.73000 2.02572 -0.60773 2.021 -0.331 0.531
H -3.96274 0.60897 -0.55633 -1.693 -4.019 -2.179
O 2.41552 -4.93840 5.61283 4.395 -0.008 0.978
H 1.81979 -4.30144 6.02489 -0.026 0.481 0.386
H 3.41582 -4.79125 6.02795 -4.313 -0.433 -1.537
O 0.21876 0.79991 7.21998 1.983 -0.476 -0.358
H 0.99498 0.79072 6.61415 -0.340 -0.101 1.060
H -0.40559 1.14436 6.61506 -1.646 0.635 -0.669
O 2.80354 -2.19034 -3.66772 1.130 1.055 1.164
H 3.55863 -2.18361 -4.24721 0.294 -0.290 -0.652
H 2.11655 -2.65414 -4.08770 -1.349 -0.917 -0.989
O -4.16143 1.93592 -4.05339 -1.176 2.462 2.964
H -3.51408 2.29555 -4.69406 -0.456 0.255 0.623
H -4.12990 2.47221 -3.08318 0.311 -1.819 -4.309
O -2.35017 5.65350 -4.13383 0.325 -2.304 -1.680
H -1.46790 6.03909 -4.27708 -0.410 -0.204 0.142
H -2.29996 4.79687 -4.72808 0.002 2.524 1.685
O 1.48891 2.53698 -0.56041 -1.574 -0.662 1.267
H 2.25746 2.54268 -1.08334 1.556 0.351 -1.584
H 1.83448 2.23879 0.29521 -0.254 0.288 0.003
O -1.11472 -2.78875 0.06870 0.730 -2.393 0.498
H -1.16080 -3.30582 0.95531 0.294 0.823 -1.652
H -1.02859 -3.48294 -0.64904 -0.042 0.810 1.364
O -1.09263 -4.37954 2.49270 -1.424 0.431 -0.830
H -0.52796 -5.09619 2.70257 1.704 -0.953 0.581
H -1.85227 -4.89961 2.18504 -0.434 0.470 0.137
O 2.84814 -3.47319 -0.41448 -6.352 -3.072 -0.083
H 3.60492 -3.02358 -0.38884 5.379 1.671 -0.092
H 2.80269 -4.45532 -0.44535 1.134 1.450 0.072
O 3.72227 0.51644 7.79511 -0.959 0.190 -4.522
H 4.04307 0.68075 8.60810 1.846 1.164 4.390
H 3.23386 -0.27155 7.90081 -0.964 -1.405 0.087
O -0.65938 -0.70675 -5.40121 1.646 -0.187 -0.357
H -0.70299 -0.34131 -4.47148 0.716 0.010 -1.331
H 0.28159 -0.68202 -5.79332 -2.301 0.234 1.478
O -3.61402 -2.72469 -0.57142 -0.293 0.166 -0.986
H -2.65203 -2.76405 -0.46709 -0.664 0.463 0.206
H -3.75106 -2.27245 -1.42862 -0.180 -0.393 0.671
O -0.22850 4.68348 -1.14722 -0.275 -0.268 1.306
H 0.10817 3.81035 -0.90135 0.408 -0.276 -0.651
H -0.29702 5.00807 -0.22732 -0.226 0.591 -0.805
O -2.53701 3.26863 -5.85070 3.870 -2.527 -0.013
H -3.14733 3.62483 -6.42368 -2.437 1.455 -2.148
H -1.86811 2.80040 -6.47369 -1.588 1.173 1.679
O 4.35888 3.22937 -0.16790 -5.035 -1.362 -3.333
H 4.96327 3.34609 0.47621 3.011 0.575 3.426
H 3.50499 2.89584 0.29073 2.888 1.294 -0.682
O -1.93055 1.64333 2.13856 -3.065 -2.256 -0.085
H -1.15636 2.07893 2.03686 3.928 2.379 0.015
H -2.15292 1.43499 1.21619 -0.995 -0.137 0.123
O 3.99741 -0.80735 -1.57077 -0.656 -0.777 -4.465
H 4.67532 -0.23892 -1.98701 0.049 0.206 1.221
H 3.65403 -1.15130 -2.54496 0.335 0.543 3.860
```
Positions in Å, forces in eV/Å.

As for the energy above the lowest of the compared OMol25 structures with the same formula, charge and spin: 3.7611 eV. The value obtained for the electronic energy is -66129.8603 eV. As for the total charge: +1. The HOMO energy comes out at -12.374 eV. The value obtained for the gap between HOMO and LUMO is 9.2 eV.

***

Record 4
This record from the OMol25 dataset describes a structure of composition C6H6AlLiO2 in a non-equilibrium geometry. The level of theory is ωB97M-V with the def2-TZVPD basis set.

Geometry as XYZ:
```
16
Properties=species:S:1:pos:R:3:forces:R:3
C -0.58768 1.54975 1.10909 -0.217 -0.065 0.514
C -0.93018 1.11086 -0.12045 -1.397 0.343 -0.637
C -0.83498 -0.31473 -0.60051 2.614 -1.112 -1.174
H -0.74321 2.59764 1.37763 0.149 -0.033 -0.029
H -0.28912 0.85112 1.90021 -0.092 0.038 0.082
H -1.30566 1.82584 -0.85846 -0.033 -0.013 0.126
H -0.45894 -0.26229 -1.64124 0.259 -0.107 0.282
C -2.21084 -0.90439 -0.78710 -5.542 2.416 6.780
O -3.19074 -0.77628 -0.15183 4.434 -1.949 -4.860
O 2.12297 -0.11372 -0.42618 -0.088 1.728 -0.670
C 1.48263 -1.16477 0.11486 -1.488 -1.450 0.732
C 0.14710 -1.22729 0.25448 -0.808 -0.489 -1.105
Al 1.42987 1.43092 0.19222 1.408 0.369 0.214
Li 3.52841 -0.51509 -1.56646 0.904 -0.224 -0.537
H -0.27669 -2.08731 0.77108 0.077 0.176 -0.073
H 2.11705 -2.00027 0.43266 -0.180 0.370 0.356
```
Positions in Å, forces in eV/Å.

The value obtained for the electronic energy is -17181.2572 eV. As for the total charge: +3. The HOMO energy (spin up / spin down) comes out at -21.381 / -22.493 eV. The spin multiplicity is 2. The value obtained for the gap between HOMO and LUMO (spin up / spin down) is 6.2 / 7.2 eV.

***

Record 5
This record from the OMol25 dataset describes a structure of composition C6H6BaO2 in a non-equilibrium geometry. The level of theory is ωB97M-V with the def2-TZVPD basis set.

Geometry as XYZ:
```
15
Properties=species:S:1:pos:R:3:forces:R:3
C 1.77433 1.49858 0.45289 0.803 2.989 -0.179
C 0.73655 0.61176 0.61684 -5.190 -1.130 -0.275
O 0.69520 -0.56070 0.97835 -0.170 -0.247 -0.052
H 2.76372 1.05793 0.31324 -0.223 0.195 0.074
Ba -1.37734 -2.31686 1.24570 0.832 0.745 -0.175
O -2.01090 0.10374 0.23914 -0.564 -1.508 0.136
C -1.21004 1.19483 0.24698 5.070 -0.454 0.779
C -1.37511 2.46240 0.24881 2.750 3.117 1.238
C 0.33540 3.53059 0.60292 -4.430 -0.130 -0.434
C 1.57775 2.89095 0.40236 1.076 -3.507 -0.828
H -2.93422 0.28839 0.00455 0.061 0.500 -0.132
H -2.21646 3.13154 0.39145 0.022 -0.147 -0.409
H 0.14643 3.78626 1.65564 -0.076 -0.152 -0.278
H 0.18599 4.41762 -0.02579 0.122 -0.238 0.300
H 2.43156 3.49933 0.10246 -0.082 -0.033 0.235
```
Positions in Å, forces in eV/Å.

As for the energy above the lowest of the compared OMol25 structures with the same formula, charge and spin: 0.0000 eV. The value obtained for the electronic energy is -11088.3350 eV. As for the total charge: +2. The HOMO energy comes out at -15.926 eV. The value obtained for the gap between HOMO and LUMO is 7.7 eV.

***

Record 6
This record from the OMol25 dataset describes a structure of composition C6H6BeO2 in a non-equilibrium geometry. The level of theory is ωB97M-V with the def2-TZVPD basis set.

Geometry as XYZ:
```
15
Properties=species:S:1:pos:R:3:forces:R:3
C -0.84236 0.88394 -1.44337 1.311 0.291 1.303
C 0.35731 1.15671 -0.99736 -6.223 -1.141 -2.511
O 1.38717 1.61565 -0.62031 -8.440 8.903 -1.603
H -1.09357 1.36839 -2.39228 0.120 -0.024 -0.088
Be 2.40793 0.99031 -0.44967 12.604 -4.855 0.952
O 2.54379 -0.05638 0.51676 2.084 -1.665 1.268
C 1.40914 -0.68543 0.78811 -2.908 -1.776 1.532
C 0.45760 -1.22744 1.30494 1.970 0.458 -0.202
C -1.74475 -0.42215 0.49147 -0.760 1.082 -0.654
C -1.76050 -0.06384 -0.80476 -0.483 -0.950 0.390
H 3.27893 -0.30597 1.10467 0.461 -0.253 0.233
H -0.31249 -1.67107 1.91075 0.269 -0.234 -0.308
H -1.21986 0.17077 1.24533 -0.360 -0.191 -0.345
H -2.40319 -1.21938 0.83807 0.047 0.301 -0.069
H -2.46515 -0.53411 -1.49236 0.309 0.056 0.101
```
Positions in Å, forces in eV/Å.

The value obtained for the electronic energy is -10789.4319 eV. As for the total charge: +2. The HOMO energy comes out at -17.694 eV. The value obtained for the gap between HOMO and LUMO is 7.1 eV.